(1)
139
Properties=species:S:1:pos:R:3:forces:R:3:mulliken_charge:R:1 method="wB97M-V/def2-TZVPD" e_tot_ev=-1479163.47058 smiles="CCB(O)[C@](OC[C@@H](O)N(Cc1ccccc1C)B(O)OC)([C@H](I)CC)S(=O)(=O)F.BrCCBr.BrCCBr.BrCCBr.BrCCBr.BrCCBr.BrCCBr.BrCCBr.BrCCBr.BrCCBr.BrCCBr" fmax_ha_per_bohr=0.1234 lumo_energy_ev=-0.93 homo_ev=-8.0473 de_lowest_kj_mol=702.4 homo_lumo_gap_ha=0.262
I -1.090 5.941 2.602 -0.25 -1.04 -0.04 0.046
Br -0.537 4.778 -4.591 -0.04 -0.09 -0.05 -0.160
Br 4.082 -2.167 -5.324 0.12 0.09 0.06 -0.099
Br 8.382 3.355 -2.272 0.79 0.15 -0.92 -0.192
Br 0.066 -6.357 -5.350 0.01 -0.01 -0.11 -0.126
Br 1.770 -1.373 -2.057 -0.13 -0.05 -0.06 -0.113
Br -6.822 4.951 1.427 -0.15 0.01 -0.08 -0.130
Br -0.819 -3.595 -0.647 0.01 0.09 0.06 -0.160
Br -7.139 -9.384 4.801 0.06 -0.01 -0.10 -0.154
Br -5.888 -1.168 -0.888 0.00 0.03 0.08 -0.147
Br -8.588 -5.400 -3.846 0.08 -0.08 -0.01 -0.149
Br 6.656 0.084 -6.750 -0.05 -0.09 -0.08 -0.129
Br 13.466 1.544 -1.281 -0.06 0.10 0.02 -0.150
Br 1.521 -4.074 -7.856 0.01 -0.01 0.09 -0.129
Br 6.906 0.036 -2.681 0.52 -0.45 -0.99 -0.055
Br -5.320 -5.723 -2.166 -0.07 -0.01 -0.05 -0.118
Br -5.908 -3.927 1.562 -0.09 -0.06 -0.08 -0.213
Br -6.662 4.538 -2.246 0.07 0.00 0.10 -0.132
Br 10.325 2.100 0.568 0.31 0.10 0.58 -0.031
Br -2.972 2.398 -3.171 -0.02 0.05 0.04 -0.048
Br -8.215 -8.896 1.306 -0.06 0.03 0.05 -0.141
S -2.630 1.294 2.515 -2.20 -1.48 -5.76 1.201
F -2.132 0.091 3.584 -0.45 1.99 -1.45 -0.276
O -0.900 2.842 4.048 -0.83 -0.90 -1.63 -0.375
O -3.845 4.735 4.296 1.83 -2.16 0.50 -0.639
O 0.935 1.073 5.264 -0.40 0.31 -0.88 -0.637
O 0.757 -0.664 1.765 1.54 0.68 1.98 -0.202
O -4.118 1.188 2.359 3.51 0.33 1.84 -0.483
O 1.715 -1.590 3.926 -1.71 2.24 -1.66 -0.450
O -2.021 1.128 1.130 -0.48 0.03 4.61 -0.444
N 2.211 0.832 3.167 -0.59 -0.39 1.44 0.547
C -7.104 -6.173 -1.520 0.16 -0.15 0.14 -0.352
C -3.064 4.827 -0.295 -0.85 0.54 0.21 -0.588
C -4.496 -1.749 0.349 0.07 0.07 -0.11 0.069
C 3.923 -0.337 -5.972 -0.22 -0.18 -0.02 -0.606
C 1.419 1.728 4.073 0.48 1.28 0.23 -0.537
C 6.347 2.754 0.166 -2.49 -1.69 3.02 0.077
C -1.926 3.978 2.004 -0.35 -0.91 -1.82 -1.444
C -6.706 3.190 -0.836 -0.18 -0.11 -0.18 -0.083
C -3.827 2.306 5.377 0.15 -0.25 1.10 -0.066
C -0.114 -1.550 -2.528 0.10 0.25 -0.06 -0.668
C 5.626 1.396 -0.076 -0.67 1.63 3.29 0.012
C 8.565 0.742 -3.412 -0.01 -0.23 -0.11 -0.708
C 1.481 -6.674 -6.653 -0.01 -0.14 0.28 -0.557
C 0.428 -2.156 4.302 -0.54 -1.17 -0.01 -0.456
C -4.756 2.904 6.546 -0.74 -0.32 0.20 -1.109
C -7.947 -6.772 -2.618 -0.29 0.07 0.00 -0.550
C -2.080 2.964 3.237 0.55 1.60 0.97 0.497
C -3.284 4.296 1.219 -0.69 1.09 -0.26 0.385
C -7.668 -7.581 2.638 0.07 0.10 -0.26 -0.118
C 3.633 0.704 3.604 2.05 0.18 -1.00 -1.025
C -0.968 -1.765 -1.302 -0.16 -0.10 -0.02 0.000
C -3.243 4.209 -3.839 -0.18 -0.18 -0.17 -0.427
C 4.763 0.717 1.049 1.55 2.03 -0.16 0.700
C 9.254 1.617 -2.400 0.07 0.00 -0.28 -0.440
C 0.283 2.553 3.263 2.00 0.27 -0.94 -0.177
C -7.635 3.597 0.283 0.11 -0.07 0.24 -0.608
C 4.106 -0.691 0.654 -0.64 0.93 0.84 -0.518
C 4.768 -0.107 -7.201 0.07 0.27 0.00 -0.581
C 2.375 -5.467 -6.794 0.12 0.07 -0.26 -0.589
C 6.188 3.404 1.568 -1.73 -3.18 -0.91 -0.754
C 13.185 2.254 0.513 0.23 -0.15 -0.03 -0.554
C 4.561 1.377 2.459 2.49 1.72 -2.53 0.824
C -6.523 -8.094 3.475 0.00 0.07 0.31 -0.549
C 12.070 1.525 1.220 -0.21 0.16 0.21 -0.638
C -2.403 4.471 -5.065 0.13 0.27 -0.01 -0.661
C 5.314 2.726 2.681 0.33 -1.38 -2.96 -0.719
C -4.451 -3.252 0.455 0.23 0.01 0.17 -0.131
B -3.292 3.388 4.298 -1.39 0.97 0.83 0.541
B 1.547 -0.501 2.980 -0.35 -1.11 -0.81 0.360
H 10.279 1.834 -2.709 -0.11 -0.04 0.06 0.407
H -4.022 3.428 1.152 1.29 0.84 0.44 -0.135
H 0.457 -3.269 4.001 -0.19 1.65 0.78 0.265
H -7.360 -6.705 2.063 0.05 -0.07 0.09 -0.210
H -4.388 2.614 7.590 -0.40 0.36 -1.54 0.314
H -0.185 -2.361 -3.253 -0.03 0.06 0.17 0.462
H 0.997 -6.965 -7.585 0.10 0.13 0.10 0.374
H -3.028 4.889 -3.015 0.04 -0.07 -0.18 0.296
H 0.759 3.568 2.977 -0.66 -1.65 0.41 0.073
H 3.284 -5.725 -7.342 -0.12 -0.02 0.07 0.348
H 6.959 3.250 -0.679 -1.61 -1.08 2.24 -0.064
H 4.496 0.837 -7.679 -0.01 -0.11 0.10 0.374
H 2.043 -7.524 -6.260 -0.01 0.15 -0.06 0.345
H 3.981 -0.396 3.705 -0.83 1.67 -0.16 0.292
H -6.078 -7.283 4.055 -0.09 -0.05 -0.13 0.324
H -6.942 -6.900 -0.721 -0.07 0.03 -0.13 0.072
H 9.266 1.193 -1.396 -0.16 -0.02 -0.51 0.210
H -5.746 -8.585 2.890 -0.18 0.08 0.00 0.390
H -2.724 5.390 -5.560 -0.02 -0.11 0.11 0.388
H -2.025 -1.635 -1.544 0.15 0.01 -0.11 0.264
H -4.306 4.266 -4.083 0.14 -0.01 0.01 0.246
H 0.097 2.006 2.279 -0.26 0.56 1.44 -0.040
H -3.538 -3.574 0.960 -0.10 0.11 -0.07 0.319
H 2.864 -0.212 -6.208 0.13 0.01 -0.04 0.378
H 0.251 -2.018 5.434 0.46 -0.32 -1.75 0.189
H 1.025 0.060 1.153 -0.43 -0.62 0.72 0.166
H 4.185 0.317 -5.139 0.05 -0.08 -0.16 0.344
H -3.251 5.353 4.775 -0.49 -0.30 -0.64 0.306
H 12.069 1.767 2.285 0.07 0.00 -0.14 0.325
H 12.115 0.443 1.099 0.08 0.17 -0.05 0.386
H 2.648 -5.017 -5.839 -0.11 -0.10 -0.11 0.310
H -5.677 3.034 -0.510 -0.17 0.03 0.01 -0.197
H 9.176 -0.132 -3.646 -0.02 0.11 0.08 0.392
H -8.582 4.004 -0.069 0.18 -0.05 -0.04 0.419
H 4.558 -1.164 -0.281 -0.42 0.77 1.36 0.464
H -2.902 1.842 5.904 -1.22 0.64 -1.05 0.120
H -4.688 -1.252 1.300 0.02 -0.08 -0.13 0.316
H -3.568 5.866 -0.384 0.95 -1.61 0.15 0.303
H -3.845 5.146 1.762 0.95 -1.66 -0.63 0.280
H 4.146 -1.433 1.539 0.05 1.10 -1.45 0.175
H 4.697 -0.912 -7.932 -0.03 0.05 0.19 0.353
H -7.831 2.751 0.946 0.08 0.05 -0.15 0.384
H -4.389 1.415 4.923 0.99 1.30 0.37 0.247
H -5.802 2.440 6.435 1.48 0.83 0.25 0.298
H -0.374 -0.608 -3.016 -0.04 -0.10 0.11 0.329
H -7.528 -5.263 -1.096 0.03 -0.12 -0.14 0.388
H 5.706 0.877 -1.107 -0.47 1.34 2.66 -0.280
H -4.524 -3.756 -0.508 -0.02 0.13 0.16 0.115
H -8.554 -7.333 3.222 0.18 -0.10 -0.02 0.449
H 5.241 3.250 3.692 0.06 -0.84 -1.54 0.252
H -8.850 -7.225 -2.203 0.15 0.06 0.04 0.344
H 14.133 2.101 1.031 -0.13 -0.01 -0.03 0.348
H -3.564 -1.366 -0.073 -0.11 -0.09 0.14 -0.345
H 3.867 1.195 4.614 -0.53 -0.58 -1.48 0.493
H -1.966 4.953 -0.574 -1.46 -0.40 0.24 0.440
H 6.702 4.402 1.755 -0.84 -1.56 -0.09 0.315
H 8.314 1.260 -4.338 0.01 -0.03 0.17 0.329
H 0.011 0.754 5.165 0.74 0.42 -0.19 0.301
H 2.990 -0.496 0.441 1.75 -0.48 0.25 -0.354
H -0.706 -1.108 -0.472 0.02 -0.09 -0.11 -0.053
H -1.178 3.590 1.213 -1.09 0.52 1.58 0.797
H -7.417 -7.512 -3.216 0.01 0.14 0.13 0.383
H -7.068 2.283 -1.324 0.04 0.09 0.11 0.383
H 2.173 2.526 4.437 -1.23 -1.41 -0.40 0.441
H -3.651 4.162 -1.035 1.34 0.91 1.20 -0.358
H -4.890 4.035 6.531 0.32 -1.52 -0.18 0.220
H -0.461 -1.698 3.750 1.30 -0.46 0.63 0.055
H -2.419 3.652 -5.783 -0.04 0.07 0.17 0.404
H 13.002 3.323 0.407 -0.07 -0.19 0.04 0.368

***

(2)
139
Properties=species:S:1:pos:R:3:forces:R:3:mulliken_spin:R:1 method="wB97M-V/def2-TZVPD" e_tot_ev=-106980.52265 fmax_ha_per_bohr=0.0801 lumo_energy_ev="0.28 / -2.99" multiplicity=2 homo_ev="-9.1241 / -9.1239" s_squared=0.757 homo_lumo_gap_ha="0.346 / 0.226"
F 3.133 0.624 4.925 -1.89 -0.43 0.91 0.000
F -2.449 -5.459 6.024 -0.61 -0.19 1.18 0.000
F -1.402 -6.211 4.349 -0.52 -0.49 -0.65 0.000
F 4.200 -3.366 1.617 -3.17 -2.07 1.63 0.000
F -3.522 -5.515 4.136 0.68 -0.56 0.15 0.000
F 5.052 1.458 4.776 0.75 0.88 0.40 0.000
F 6.011 -2.445 1.636 0.16 0.96 -1.25 0.000
F 4.268 -1.446 0.655 0.45 -0.23 0.24 0.002
F 4.806 -0.592 4.286 -0.13 -0.84 0.13 0.000
O -1.913 -4.874 -0.311 1.50 -1.23 -1.19 0.000
O -0.303 3.386 -5.930 -2.23 0.18 0.74 0.000
O -5.852 -0.728 3.266 0.13 0.06 1.02 0.000
O -3.771 -2.546 -0.325 -0.12 -0.16 -0.03 0.000
O -1.458 2.300 2.949 0.61 -1.34 -0.70 0.000
O 2.919 0.491 2.196 3.39 1.79 1.42 -0.003
O 5.857 -4.373 -0.483 0.16 0.17 0.57 0.000
O -2.664 -2.976 4.432 0.97 -1.15 0.24 0.000
O 4.592 -2.851 -1.494 -0.74 2.16 1.30 0.000
O -0.588 -3.781 4.066 -0.46 -0.44 0.41 0.000
O 0.882 -1.155 0.810 -0.44 -0.93 -0.09 0.029
O 0.584 -4.669 -1.395 0.98 -0.95 -0.99 -0.001
O -3.911 1.280 4.557 2.31 0.29 -0.25 0.000
O -1.687 4.613 -3.311 -1.39 0.26 0.07 0.000
O 4.975 1.678 2.251 -1.93 -0.98 1.48 0.000
O -0.749 -1.064 -0.738 -0.46 -0.31 -0.44 0.684
O 2.782 1.095 -3.206 -0.48 1.46 1.00 0.000
O 0.661 4.399 -1.877 0.18 1.35 -0.43 -0.001
O -2.691 2.793 -1.524 -0.56 -1.34 -0.74 -0.001
O 0.589 0.555 -0.491 0.09 2.28 -1.47 0.317
O 2.116 3.334 -4.752 0.32 0.76 -1.79 0.000
C 4.685 2.363 1.022 0.30 -0.29 -0.46 -0.001
C -0.935 -5.975 -0.075 -1.52 0.88 0.42 0.000
C 1.501 -4.052 -0.495 -1.31 -0.63 0.09 0.001
C -3.128 4.466 -3.132 0.85 0.14 0.75 0.000
C -2.865 2.188 -0.253 1.20 1.47 -0.05 -0.004
C -0.107 -2.461 3.766 2.42 0.44 -0.25 0.001
C 3.781 1.799 -3.927 -0.36 -1.26 -1.60 0.000
C 0.748 3.874 -6.684 0.88 -0.78 -0.23 0.000
C -2.330 -5.333 4.725 0.82 1.09 -0.49 0.000
C -1.799 0.962 3.285 -0.42 0.47 1.26 0.001
C -2.895 -4.694 0.661 -0.46 0.84 0.56 0.001
C -4.109 -3.817 0.206 0.76 -0.30 -0.34 0.000
C 3.755 3.520 1.220 -0.51 0.08 1.06 0.000
C 4.789 -3.384 -2.756 0.80 -0.85 -2.15 0.000
C 0.190 -6.015 -1.107 -0.76 1.54 0.60 0.000
C 2.076 3.165 -6.206 -1.91 0.41 1.25 0.000
C -0.077 2.469 2.594 -0.69 2.01 0.47 -0.006
C 5.200 -3.372 -0.455 0.45 -0.67 -0.30 0.000
C -1.134 5.775 -2.698 -0.65 -0.39 -0.25 0.000
C 0.245 -0.554 -0.175 -0.18 -1.10 1.18 -0.055
C 3.013 -0.226 -2.836 -0.03 -0.09 -0.35 0.001
C -1.639 3.855 -6.361 1.93 -1.34 -0.72 0.000
C -3.495 3.908 -1.721 0.73 1.09 -0.76 0.000
C -5.285 1.264 4.650 -0.61 -0.85 -1.60 0.000
C 3.395 3.266 -4.200 -0.15 -1.29 1.67 0.000
C 4.894 -2.617 0.874 2.33 0.98 -0.92 0.000
C 0.844 4.724 -0.514 0.52 -0.71 -0.08 -0.002
C -5.864 -0.158 4.606 -0.49 0.77 -0.90 0.000
C -3.795 -1.455 0.585 -0.02 0.34 -0.41 0.003
C 4.216 0.599 4.234 1.50 0.16 -1.24 0.000
C 0.337 5.612 -2.653 0.37 -1.70 1.38 0.000
C -6.028 -2.153 3.328 -0.45 1.14 0.47 0.000
C 1.469 -2.568 3.753 -0.89 -0.17 -0.39 0.001
C 3.571 -4.116 -3.230 -0.23 -1.43 0.25 0.000
C -1.861 -3.893 4.415 -1.05 1.92 -0.93 0.000
C -3.311 0.710 3.379 0.98 -0.42 0.26 0.000
C 3.952 0.928 2.755 -1.61 -0.32 -2.08 -0.001
H 4.808 1.637 -3.601 0.11 0.34 0.82 0.000
H 0.709 5.527 -3.674 0.36 -0.30 0.21 0.000
H 2.953 3.557 -6.720 0.09 0.25 0.13 0.000
H 0.904 -3.865 0.397 0.42 0.68 0.34 0.003
H 2.342 -4.679 -0.196 0.18 -0.34 -0.23 0.000
H 3.328 -0.793 -3.712 0.60 -0.29 -0.03 0.000
H -6.975 -2.389 3.814 -0.30 -0.02 0.02 0.000
H 1.830 -3.334 3.068 -0.43 -0.40 0.05 0.000
H 4.963 -2.624 -3.518 0.09 0.76 0.62 0.000
H -3.989 -0.533 0.037 -0.07 -0.17 -0.46 0.000
H -5.251 -2.565 3.971 0.32 -0.44 -0.50 0.000
H 2.782 3.223 1.613 -0.39 -0.21 -0.86 0.000
H -6.906 -0.022 4.894 -0.26 -0.48 0.31 0.000
H -3.587 5.422 -3.384 -0.31 0.23 0.47 0.000
H -2.415 2.955 0.378 -0.61 -0.08 1.13 0.000
H -0.143 -6.513 -2.018 0.09 0.39 -0.16 0.000
H -1.268 6.695 -3.268 -0.65 0.19 -0.43 0.000
H 3.338 3.729 -3.215 -0.20 0.35 0.04 0.000
H 2.086 -0.713 -2.534 -0.33 0.45 0.01 -0.006
H 4.176 3.781 -4.758 0.07 -0.08 -0.35 0.000
H 5.718 -3.953 -2.740 -0.29 -0.49 -0.05 0.000
H 0.547 3.617 -7.724 0.38 -0.07 -0.53 0.000
H 0.755 6.455 -2.103 0.27 0.31 -0.36 0.000
H -0.429 -2.121 2.782 -0.33 -0.32 0.03 -0.001
H -3.315 4.636 -0.930 0.31 0.41 0.21 0.000
H -4.572 3.748 -1.659 -0.31 -0.54 -0.23 0.000
H 0.987 -6.608 -0.657 0.32 -0.04 -0.07 0.000
H -4.635 -4.436 -0.520 -0.03 0.47 -0.61 0.000
H 5.628 2.803 0.696 0.17 -0.62 -0.08 0.000
H 3.772 -4.672 -4.146 0.08 0.49 -0.35 0.000
H 3.680 -0.315 -1.978 0.50 -0.08 -0.13 0.000
H 1.113 3.821 0.034 -0.46 -0.33 -0.22 0.002
H -5.647 1.842 3.800 -0.64 -0.03 -0.26 0.000
H -3.728 0.979 2.408 -0.69 0.48 0.20 0.000
H 1.544 -0.480 0.980 1.10 0.22 0.97 0.040
H 0.645 2.317 3.397 -0.24 -0.49 0.45 0.000
H 2.698 -3.473 -3.348 0.12 0.01 -0.05 0.000
H 1.992 2.095 -6.396 -0.03 -0.06 -0.23 0.000
H -2.825 -1.262 1.044 0.16 -0.42 0.37 -0.001
H -4.834 -3.641 1.001 0.29 -0.47 0.53 0.000
H 1.874 -3.156 -0.992 -0.17 0.04 0.28 -0.003
H -3.359 -0.377 3.442 -0.30 -0.18 0.02 0.000
H -0.519 -5.889 0.928 0.06 0.40 0.22 0.000
H 1.874 -2.797 4.739 -0.09 0.18 0.01 0.000
H -6.087 -2.506 2.298 0.34 -0.18 0.29 0.000
H 0.813 4.961 -6.651 0.24 0.31 0.32 0.000
H -5.631 1.800 5.535 0.38 -0.25 0.27 0.000
H -0.413 -1.719 4.504 -0.25 -0.31 0.12 0.000
H -2.448 -4.148 1.492 0.17 -0.24 0.63 -0.001
H -1.365 0.744 4.261 0.09 -0.08 0.40 0.000
H -1.451 -6.936 -0.075 -0.28 -0.14 -0.11 0.000
H -3.299 -5.661 0.962 -0.14 -0.10 0.43 0.000
H -4.592 -1.491 1.328 0.19 -0.38 0.10 0.001
H -2.184 1.347 -0.123 -0.36 -0.29 -0.54 -0.005
H 3.738 4.138 0.322 -0.39 -0.13 0.11 0.000
H 3.775 1.278 -4.884 0.27 0.05 -0.71 0.000
H -0.117 3.549 2.452 0.68 0.16 -0.29 0.000
H -3.908 1.970 -0.022 -0.01 -0.10 0.10 0.000
H 1.945 -1.686 3.323 -0.33 0.42 0.45 -0.001
H -1.352 0.218 2.627 -0.11 0.07 -0.62 -0.002
H -0.024 5.174 -0.031 -0.18 0.15 -0.06 0.000
H -2.433 3.313 -5.847 0.45 0.53 0.84 0.000
H -3.559 3.769 -3.851 0.72 -0.24 -0.20 0.000
H 3.314 -4.936 -2.559 -0.19 0.17 0.37 0.000
H 4.073 4.125 2.069 0.73 0.26 -0.20 0.000
H -1.687 4.944 -6.384 -0.24 -0.05 0.39 0.000
H -1.543 5.965 -1.706 -0.13 -0.21 0.21 0.000
H -1.782 3.462 -7.367 0.15 0.35 -0.58 0.000
H 4.340 1.552 0.380 -0.13 0.58 -0.63 0.001
H 1.731 5.336 -0.353 0.02 0.68 -0.17 0.000
H -5.323 -0.792 5.309 0.00 -0.16 0.04 0.000
H 0.345 2.045 1.683 -0.74 -0.65 -0.23 0.007